Here is a molecular structure, C33H30BrN2O6P2Tl from OMol25. Energies are from ωB97M-V with the def2-TZVPD basis set.

The LUMO energy comes out at -8.123 eV. The calculation puts the relative energy (zero: lowest compared OMol25 entry of this formula, charge and spin) at 2.3858 eV. The total energy comes out at -5265.235010 hartree. As for the strongest force on any atom: 1.0 eV/A.

Geometry as ORCA input:
```
! wB97M-V def2-TZVPD RIJCOSX def2/J DEFGRID3
* xyz 2 1
Tl 0.5123 -1.5240 -1.4682
Br 7.1217 -3.2383 -1.7859
P -1.4423 -0.2462 1.6145
P -0.3967 1.8061 -0.3582
O 3.7135 -1.8759 -2.4071
O 1.4083 -3.4767 0.7873
O 2.6048 -0.0996 -3.1465
O 0.5980 0.8763 -1.0099
O 1.2404 -5.6545 1.6020
O -1.0074 -1.2775 0.6036
N 4.4354 0.7163 -4.7828
N 4.9759 -6.6881 -1.2605
C 3.6339 -0.9335 -3.1673
C 4.6735 -0.6104 -4.2294
C -0.6497 -1.6952 5.8740
C -0.2864 -0.3992 5.5393
C 1.0178 6.1350 -0.6270
C -3.7960 0.9716 2.4172
C 0.1284 3.5134 -0.3967
C -3.4950 0.9431 -2.8340
C -3.0608 2.5161 -0.5790
C -1.0945 -0.7525 3.2963
C 5.8260 -4.4784 -1.3343
C -2.2375 0.9790 -2.2453
C 3.8193 -6.5163 -0.6212
C 3.8969 -5.1938 -0.4358
C -4.3159 2.4719 -1.1608
C 0.7771 5.5959 0.6269
C 4.6509 -4.1181 -0.6614
C -1.2419 -2.5245 4.9264
C 5.9265 -5.8386 -1.6176
C -0.6224 1.3660 1.3899
C 1.3188 -4.5663 1.2041
C -3.9611 -0.5727 0.5656
C 0.3725 4.0631 -1.6603
C -3.1966 0.0807 1.5263
C -4.5313 1.6853 -2.2879
C -5.3260 -0.3234 0.4877
C -1.4645 -2.0572 3.6418
C 0.3332 4.2843 0.7451
C 0.8149 5.3701 -1.7720
C -5.9190 0.5710 1.3666
C -2.0187 1.7571 -1.1129
C -5.1567 1.2186 2.3334
C -0.5085 0.0745 4.2516
H -6.9842 0.7602 1.3070
H -3.2074 1.4600 3.1888
H -1.5397 -3.5303 5.1967
H -3.6653 0.3440 -3.7201
H -2.8943 3.1433 0.2922
H 0.3829 1.3083 1.8143
H 6.7844 -6.2535 -2.1326
H 2.8427 0.6093 -3.7947
H -3.4828 -1.2651 -0.1170
H 0.1665 0.2465 6.2808
H 0.2055 3.4669 -2.5515
H -5.5113 1.6623 -2.7484
H 5.0271 1.4185 -4.3586
H 0.9958 5.7991 -2.7491
H 1.3610 7.1581 -0.7157
H -5.9268 -0.8289 -0.2589
H 4.4116 -3.0982 -0.3801
H -1.2026 2.1302 1.9122
H -1.4173 0.4182 -2.6761
H 0.9338 6.1949 1.5148
H 0.1480 3.8766 1.7317
H -5.1265 3.0563 -0.7433
H -5.6267 1.9065 3.0257
H -1.9370 -2.6962 2.9026
H -0.2310 1.0940 4.0104
H 4.5812 0.7529 -5.7812
H 5.6630 -0.7533 -3.7984
H 3.1086 -7.2882 -0.3649
H -0.4799 -2.0592 6.8793
H 4.5495 -1.3677 -5.0039
*
```

Atomic partial charges in e from the Mulliken method, atoms 1 to 2: 0.962 -0.011

Here is 5 unconnected molecules or ions with the total composition C2H12O4 in a non-equilibrium geometry from OMol25. Energies are from ωB97M-V with the def2-TZVPD basis set.

The LUMO energy comes out at 0.337 eV. The calculation puts the relative energy (zero: lowest compared OMol25 entry of this formula, charge and spin) at 2.5001 eV. The total energy comes out at -384.269072 hartree. As for the strongest force on any atom: 4.9 eV/A. The SMILES is C=C.O.O.O.O.

Geometry as ORCA input:
```
! wB97M-V def2-TZVPD RIJCOSX def2/J DEFGRID3
* xyz 0 1
O -2.5791 -0.0368 2.7229
O 0.8555 2.4629 -1.5299
O 0.0130 0.5951 0.9299
O -1.7448 1.3166 -1.6971
C 1.5604 -2.4222 0.2374
C 2.1859 -2.2689 -1.0058
H 0.6676 -3.0435 0.3572
H 1.7839 -1.6415 1.0458
H 1.6360 -2.8016 -1.7926
H -2.3938 0.7845 3.2175
H -1.7908 -0.4512 2.6976
H 0.8416 3.1480 -2.1911
H 0.8219 0.2868 1.4439
H 2.9621 -1.3877 -1.2230
H 0.0819 1.8952 -1.4325
H -2.2780 0.9994 -0.9547
H -0.3666 1.1717 1.6227
H -2.2567 1.3930 -2.4482
*
```

Atomic partial charges in e from the natural (NBO) method, atoms 1 to 2: -0.921 -0.993

Here is a molecular structure, C28H36Cl24N3O5PS2 in a non-equilibrium geometry from OMol25. Energies are from ωB97M-V with the def2-TZVPD basis set.

The LUMO energy comes out at -0.776 eV. The calculation puts the relative energy (zero: lowest compared OMol25 entry of this formula, charge and spin) at 0.4037 eV. The total energy comes out at -13811.282903 hartree. As for the strongest force on any atom: 2.3 eV/A.

Geometry as ORCA input:
```
! wB97M-V def2-TZVPD RIJCOSX def2/J DEFGRID3
* xyz 0 1
Cl -6.4336 9.7864 6.0617
Cl -5.6760 9.7321 2.1580
Cl -3.3997 5.6455 -0.5233
Cl -9.0391 11.0139 5.8580
Cl -3.9868 -0.1205 5.9583
Cl -11.0228 9.3937 2.4370
Cl -13.7212 8.4233 2.1073
Cl -11.5741 7.2991 0.5393
Cl 10.9521 -8.6988 -1.0486
Cl -6.1239 -0.9239 4.1951
Cl 12.1383 -6.0960 -0.6628
Cl -12.4844 9.9869 0.0207
Cl -8.8092 8.2278 6.5718
Cl -5.6491 10.5502 -0.6104
Cl 9.6291 -6.7455 0.6082
Cl 9.7441 -6.3702 -2.2483
Cl -7.7939 8.8948 0.3902
Cl -3.4951 -2.0754 3.8940
Cl -1.3541 5.8900 1.4939
Cl -1.3088 3.6643 -0.3389
Cl -3.3469 3.8156 1.7011
Cl -8.1908 9.0906 3.8875
Cl -3.9486 0.6821 3.1888
Cl -5.1342 7.7944 0.0934
S 5.4867 -5.6312 0.9994
S 6.9247 -2.1265 -3.8553
P 6.3901 -4.0193 0.4693
O -3.0108 -0.4313 -3.2906
O 7.6909 -4.4086 -0.3724
O 6.8865 -3.2707 1.8142
O 2.2970 -5.8265 1.3721
O -5.1292 0.1344 -3.5941
N 5.5741 -1.2564 -3.7659
N 6.8932 -2.8583 -2.4421
N 2.3272 -0.6733 -0.2187
C -8.1203 9.5279 5.5942
C -4.2569 -0.6435 -3.8044
C 5.7950 -2.4569 -1.7900
C 3.8545 -0.9458 -2.0362
C -4.3907 -0.6094 4.3100
C 5.3663 -2.8530 -0.4764
C 1.4762 1.4164 0.8078
C -6.0612 9.2449 0.5070
C 10.6144 -6.9780 -0.8400
C 3.4896 -1.3144 -0.7622
C 0.6637 0.6287 1.8391
C 3.6349 -2.6377 1.3922
C 1.7375 -6.9806 0.7684
C -0.3339 1.4934 2.6131
C 5.0425 -1.5203 -2.5708
C 2.2968 -3.4175 1.3282
C 0.4762 -0.4060 -2.7893
C 4.2066 -2.2913 0.0313
C -2.3512 4.7524 0.5838
C -1.4023 -2.1786 -2.6974
C 2.7046 0.6367 0.3671
C -12.2026 8.7772 1.2774
C -0.1518 -1.5905 -2.0306
C 3.0564 0.0199 -2.8889
C -4.4994 -1.8551 -4.6633
C 2.2767 -4.7048 0.5109
C -2.6802 -1.4445 -2.3022
C 1.8214 -0.7172 -3.4850
H 0.6606 0.3996 -2.0832
H 0.1240 -0.1637 1.3104
H 3.4236 -1.6893 1.8957
H 1.9825 -1.2153 0.5578
H 1.3220 -4.7421 -0.0328
H 4.3670 -3.1650 1.9908
H 3.2746 1.2253 -0.3470
H 2.0533 -3.7104 2.3491
H -4.9692 -1.5006 -5.5772
H 0.8912 1.6933 -0.0681
H 0.2279 2.0833 3.3350
H 2.2928 -7.8477 1.1154
H 3.3790 0.4817 1.2215
H 3.6949 0.2500 -3.7368
H -1.0277 0.8423 3.1373
H 0.6898 -7.0547 1.0724
H -3.5854 -2.3765 -4.9359
H -2.5854 -0.9414 -1.3420
H 1.3666 0.1311 2.5134
H -0.8718 2.1215 1.9065
H 1.8327 2.3246 1.3020
H -1.3048 -2.2596 -3.7781
H 7.3456 -2.4380 1.6233
H 1.4749 -2.8007 0.9697
H 8.4784 -4.2720 0.1724
H -5.1871 -2.5338 -4.1676
H 1.7916 -6.9448 -0.3206
H -0.2590 -0.0258 -3.4993
H -0.4591 -1.2225 -1.0488
H 2.7599 0.9005 -2.3349
H 3.0612 -4.7565 -0.2492
H 0.5862 -2.3648 -1.8201
H 1.9906 -1.7924 -3.5282
H 1.7268 -0.3790 -4.5178
H -1.5080 -3.2028 -2.3263
H -3.5068 -2.1492 -2.1990
*
```

Atomic partial charges in e from the Mulliken method, atoms 1 to 2: -0.112 -0.078

Here is 14 unconnected molecules or ions with the total composition C7H39NO13 in a non-equilibrium geometry from OMol25. Energies are from ωB97M-V with the def2-TZVPD basis set.

The LUMO energy comes out at 0.006 eV. The calculation puts the relative energy (zero: lowest compared OMol25 entry of this formula, charge and spin) at 3.2597 eV. The total energy comes out at -1322.935494 hartree. As for the strongest force on any atom: 2.6 eV/A.

Geometry as ORCA input:
```
! wB97M-V def2-TZVPD RIJCOSX def2/J DEFGRID3
* xyz 0 1
O -1.3071 4.4347 1.5585
O 0.2464 -3.2461 -0.6274
O -0.8352 -1.1154 -1.4560
O -4.3812 -2.6086 -0.4028
O -2.3276 3.4346 -0.8533
O -3.1499 2.5559 2.6626
O 5.3128 -1.2491 -0.7894
O -3.7840 0.2611 1.3394
O 2.8910 -2.9103 -0.6502
O -2.8046 0.5069 -0.9749
O -3.1092 -3.0970 2.0606
O 3.3136 -1.7748 -3.0879
O 3.8581 -2.9109 1.8459
N -1.1623 -0.6051 1.8272
C 1.4996 2.0935 -2.6167
C 1.9441 1.9536 -1.2245
C 0.6354 3.0346 -3.0023
C 2.3267 0.6511 0.8560
C 1.3015 -0.3864 1.4721
C 2.0509 0.7749 -0.6175
C -0.0076 0.3247 1.8268
H -2.4649 3.2243 2.4988
H -4.0130 1.0913 1.7970
H -1.4081 -0.5827 -2.0205
H 3.5618 -3.5022 1.1264
H -1.2271 -1.1761 0.9928
H 2.8660 -1.4129 -3.8595
H 0.1156 3.7093 -2.3365
H 1.0916 -0.9324 0.5523
H 3.9566 -1.0955 -2.8498
H 2.0629 1.5856 -3.3872
H -3.2885 2.4595 3.6075
H 1.7758 2.8807 -0.6781
H -3.3062 -3.5096 1.2160
H 0.0268 -3.8717 -1.3242
H 2.2968 1.6162 1.3668
H -0.6510 -0.4659 -0.7793
H -2.3458 2.4579 -0.8229
H -3.3718 -2.1818 1.9413
H -3.0445 3.6644 -0.2548
H -3.5625 -2.4380 -0.8898
H 2.0014 -2.8925 -0.2560
H 1.7232 -0.9574 2.2772
H -0.0756 0.7360 2.8351
H -3.6594 0.6217 -1.4002
H -1.3795 4.3533 0.5945
H 1.9517 -0.2022 -1.0807
H -3.1187 -0.1315 1.9498
H -4.6814 -1.7006 -0.2708
H -2.9726 0.3505 0.0130
H 3.3273 0.3205 1.1627
H 4.4098 -1.5433 -0.5932
H 2.9083 -3.1252 -1.5854
H -1.0839 -1.2534 2.6010
H -0.1597 1.1441 1.1256
H 0.2709 2.9463 -4.0191
H 5.2832 -0.2954 -0.6664
H -0.3077 -2.4758 -0.8296
H -0.4948 4.8755 1.8053
H 4.4756 -2.4133 1.2945
*
```

Atomic partial charges in e from the natural (NBO) method, atoms 1 to 2: -0.994 -0.983

Here is 2 unconnected molecules or ions with the total composition C11H22Cl2IN3O2PS from OMol25. Energies are from ωB97M-V with the def2-TZVPD basis set.

The LUMO energy comes out at -2.975 eV. The total energy comes out at -2704.515542 hartree. As for the strongest force on any atom: 0.8 eV/A.

Geometry as ORCA input:
```
! wB97M-V def2-TZVPD RIJCOSX def2/J DEFGRID3
* xyz 1 1
I 2.1822 -1.0898 -1.3040
Cl -3.1432 -3.2760 0.3093
Cl -1.5970 -1.0007 -1.8254
S 4.3060 2.1012 -2.5983
P -3.2592 1.5444 2.0173
O 4.1018 0.8988 -3.4495
O -2.9927 2.3219 0.6106
N -2.4512 2.4871 3.1783
N -0.3056 -0.9667 2.5132
N -1.9694 0.2616 1.9171
C 0.1940 -2.4675 0.6089
C 2.9931 3.2552 -3.0142
C -0.6233 -1.3844 1.2361
C -2.5599 -0.6878 -0.3687
C -4.9069 -1.2142 0.5369
C 2.5860 -3.3740 0.6612
C 5.6427 3.0481 -3.3283
C -1.7037 -0.6342 0.8684
C -3.7267 -1.7005 -0.2906
C 1.6957 -2.1256 0.5129
C -1.1099 0.0082 2.8986
H 3.1137 -3.6141 -0.2596
H 3.1641 4.2007 -2.4995
H 1.9672 -1.4044 1.2836
H 0.4439 -1.3324 3.0827
H -4.6052 -0.7060 1.4543
H -1.0783 0.5157 3.8475
H -2.1245 2.2206 0.1961
H 5.4348 3.2120 -4.3853
H -3.0124 0.2929 -0.5184
H -2.6962 3.4656 3.0382
H 0.1268 -3.3316 1.2804
H -4.0549 -1.8429 -1.3185
H 2.9682 3.4018 -4.0937
H 5.7432 3.9961 -2.8004
H -5.5289 -0.5364 -0.0492
H 2.0558 2.8157 -2.6786
H 3.3547 -3.2012 1.4152
H -0.2292 -2.7600 -0.3457
H 2.0043 -4.2528 0.9419
H -5.5160 -2.0668 0.8314
H 6.5543 2.4657 -3.2152
H -1.4382 2.4567 3.1032
*
```

Atomic partial charges in e from the natural (NBO) method, atoms 1 to 2: 0.139 -0.043